ORCA calculation (wB97M-V/def2-TZVPD) on a 2-piece molecular cluster, C2H2F2S overall at a distorted geometry.

XYZ file:
```
7
Properties=species:S:1:pos:R:3:forces:R:3:lowdin_charge:R:1
C 0.746 -0.400 -0.059 0.1887 -1.7468 -0.4817 -0.899
C -0.500 0.319 -0.233 -4.8258 -0.2465 3.3408 -0.245
F 0.530 -1.759 -0.088 -0.0528 1.0632 -0.2211 -0.039
F -0.423 1.629 0.065 0.6770 0.5305 -0.0711 -0.053
S 2.179 0.186 0.245 0.4695 0.2828 0.0458 0.840
H -1.175 -0.279 1.081 1.5290 1.3075 -3.5066 0.244
H -1.356 0.303 -1.010 2.0144 -1.1908 0.8939 0.153
```
Forces are in eV/Å.

* HOMO level: -9.8 eV
* orbital gap: 8.98 eV
* 2S+1: 1
* energy above the lowest of the compared OMol25 structures with the same formula, charge and spin: 50.24 kcal per mole
* net charge: 0
* lowest unoccupied orbital energy: -0.829 eV


ORCA calculation (wB97M-V/def2-TZVPD) on C27H34FeN as an isolated structure.

XYZ file:
```
63
Properties=species:S:1:pos:R:3:forces:R:3:mulliken_spin:R:1
Fe -0.022 -0.113 -0.063 -0.1696 0.0120 0.1604 3.809
C -0.678 -3.858 -0.187 0.0140 0.0035 -0.0281 0.005
C -0.082 -3.322 -1.487 -0.0220 0.0012 -0.0080 0.008
C -0.509 -4.170 -2.692 -0.0137 0.0119 0.0173 0.002
C -0.442 -1.876 -1.747 0.0188 0.0042 0.0064 0.075
C -1.730 -1.363 -1.535 -0.0094 -0.0320 -0.0195 0.011
C -2.040 -0.034 -1.818 -0.0026 0.0119 -0.0058 0.050
C -1.088 0.850 -2.347 -0.0186 0.0097 -0.0285 0.038
C -1.439 2.270 -2.685 0.0157 -0.0162 0.0151 -0.010
C 0.197 0.342 -2.569 0.0210 -0.0593 0.0454 0.021
C 0.512 -0.990 -2.270 0.0716 0.0515 -0.0160 -0.040
H -0.320 -4.871 -0.007 0.0125 0.0040 0.0117 0.001
H -1.767 -3.910 -0.232 -0.0040 0.0123 0.0063 0.001
H -0.395 -3.246 0.676 -0.0129 0.0064 0.0172 0.001
H 1.008 -3.366 -1.406 0.0030 -0.0119 -0.0210 0.004
H -1.594 -4.147 -2.814 0.0014 -0.0058 0.0002 0.000
H -0.206 -5.205 -2.545 -0.0030 -0.0028 -0.0031 0.001
H -0.056 -3.810 -3.615 -0.0001 -0.0063 0.0026 -0.001
H -2.503 -2.004 -1.133 0.0088 -0.0092 0.0059 0.002
H -3.046 0.323 -1.632 0.0037 0.0058 0.0009 0.004
H -1.145 2.948 -1.882 -0.0022 0.0207 0.0098 0.003
H -2.509 2.384 -2.840 -0.0008 -0.0102 0.0000 0.000
H -0.923 2.590 -3.589 0.0003 -0.0063 0.0004 0.001
H 0.961 0.982 -2.993 -0.0173 0.0086 -0.0019 0.006
H 1.515 -1.355 -2.457 -0.0105 0.0055 -0.0257 0.002
C 1.358 1.717 0.489 0.0343 0.0369 -0.0609 0.230
C 2.200 0.686 -0.070 0.0314 0.0424 -0.0423 0.085
C 2.102 -0.447 0.760 0.0611 -0.0723 0.1055 0.207
C 1.296 -0.085 1.908 0.0536 -0.1038 -0.0860 0.185
C 0.823 1.235 1.712 -0.0667 0.0874 0.0760 0.128
C -0.024 2.038 2.649 0.0003 -0.0478 -0.0268 0.011
C 1.057 -0.977 3.073 -0.0015 -0.0002 0.0018 0.009
C 2.864 -1.727 0.618 -0.0149 0.0177 -0.0178 0.030
C 3.144 0.859 -1.211 -0.0230 -0.0111 -0.0049 0.026
C 1.219 3.110 -0.027 -0.0050 -0.0153 0.0124 0.004
H 0.570 2.829 3.111 0.0125 -0.0003 -0.0068 0.006
H -0.427 1.422 3.449 -0.0098 0.0038 -0.0017 0.002
H -0.856 2.519 2.132 0.0026 0.0066 0.0037 0.000
H 0.777 -1.985 2.760 -0.0007 0.0000 0.0085 0.003
H 0.288 -0.592 3.739 -0.0084 -0.0038 -0.0084 0.003
H 1.979 -1.074 3.653 -0.0032 -0.0002 0.0004 0.015
H 2.296 -2.583 0.985 0.0033 0.0005 -0.0037 0.000
H 3.788 -1.682 1.200 -0.0051 0.0091 0.0096 0.009
H 3.147 -1.917 -0.417 -0.0058 -0.0011 0.0017 0.004
H 3.242 -0.042 -1.817 0.0061 0.0005 0.0079 0.003
H 4.139 1.076 -0.814 0.0010 0.0088 0.0003 0.009
H 2.870 1.692 -1.855 0.0005 -0.0011 -0.0031 0.002
H 0.254 3.544 0.233 -0.0026 -0.0016 0.0049 0.003
H 1.353 3.169 -1.106 -0.0063 -0.0006 -0.0077 0.005
H 1.985 3.744 0.429 0.0054 0.0027 -0.0133 0.016
N -1.596 -0.409 1.279 0.0526 0.0486 -0.1213 -0.027
C -2.459 -0.594 2.018 -0.0242 -0.0338 0.0438 0.032
C -3.521 -0.835 2.932 -0.0103 0.0063 0.0233 -0.005
C -4.284 -2.000 2.803 0.0294 -0.0125 -0.0421 0.003
C -5.311 -2.229 3.697 -0.0127 0.0001 0.0172 -0.001
C -5.573 -1.305 4.704 0.0135 0.0068 -0.0098 0.004
C -4.813 -0.147 4.827 -0.0191 -0.0182 0.0078 -0.001
C -3.781 0.096 3.943 0.0426 0.0374 -0.0181 0.003
H -4.066 -2.711 2.017 -0.0118 -0.0023 0.0051 0.000
H -5.909 -3.125 3.614 0.0020 0.0006 -0.0024 0.000
H -6.380 -1.491 5.400 0.0001 0.0004 -0.0005 0.000
H -5.028 0.563 5.613 0.0011 0.0018 -0.0025 0.000
H -3.183 0.995 4.024 -0.0065 -0.0017 0.0076 0.000
```
Forces are in eV/Å.

* HOMO level (spin up / spin down): -14.5 / -15.2 eV
* expectation value of S²: 8.7694
* orbital gap (spin up / spin down): 8.80 / 7.24 eV
* 2S+1: 6
* net charge: +2
* lowest unoccupied orbital energy (spin up / spin down): -5.647 / -7.972 eV


ORCA calculation (wB97M-V/def2-TZVPD) on C18H29CaN4O7S2 as an isolated structure at a distorted geometry.

XYZ file:
```
61
Properties=species:S:1:pos:R:3:forces:R:3:lowdin_charge:R:1
Ca 0.055 -0.251 0.343 -0.4058 0.5555 -0.4984 1.477
C -0.196 3.223 0.305 -0.7439 0.2268 -1.0294 -0.147
C -0.385 3.311 -1.234 0.6869 -0.6277 0.2097 -0.146
O -0.798 1.988 -1.655 -0.4698 0.7365 0.4616 -0.188
C -0.720 1.760 -3.063 0.6681 -1.5292 0.4067 -0.149
C 0.700 1.283 -3.365 0.5824 0.4018 1.2309 -0.171
O 0.980 0.137 -2.545 -0.1194 -0.4602 0.0242 -0.174
C 2.303 -0.454 -2.722 -1.0718 0.9381 -1.6430 -0.145
C 3.088 -0.463 -1.452 1.1878 1.1951 1.9865 -0.124
O 2.597 0.426 -0.343 0.2730 0.4414 -0.7122 -0.221
C 2.889 1.873 -0.359 -0.2435 -1.0091 -0.4113 -0.130
C 2.095 2.473 0.796 -0.6301 -0.7960 0.0786 -0.130
O 0.670 2.140 0.678 0.2531 0.7753 0.1989 -0.261
H -1.245 3.061 0.646 0.9364 -0.3750 0.4359 0.119
H 0.150 4.184 0.729 -0.0523 -0.4506 -0.2311 0.138
H 0.556 3.581 -1.758 -0.4258 -0.0361 0.2739 0.125
H -1.152 4.074 -1.452 0.1784 -0.3131 -0.0382 0.137
H -1.023 2.634 -3.619 0.0635 0.3254 -0.3108 0.128
H -1.382 0.908 -3.327 0.0796 0.6193 0.4045 0.142
H 1.423 2.072 -3.082 -0.2082 -0.0827 -0.2417 0.111
H 0.853 1.073 -4.402 -0.0606 -0.2876 -0.8367 0.125
H 2.799 0.164 -3.491 0.0141 -0.3244 0.1910 0.126
H 2.209 -1.500 -3.106 -0.0806 0.8229 0.3732 0.135
H 4.167 -0.244 -1.620 -0.7004 0.0465 -0.0376 0.143
H 3.029 -1.433 -1.004 -0.0697 -0.3630 0.2967 0.093
H 2.592 2.287 -1.354 0.2295 -0.1489 0.8287 0.121
H 3.959 2.101 -0.159 -0.4674 -0.4123 -0.3141 0.141
H 2.262 3.538 0.905 -0.2190 0.3720 -0.4106 0.129
H 2.418 2.070 1.767 -0.0298 -0.3090 -0.3899 0.137
N 1.718 -2.280 2.814 1.0047 -0.3855 -1.6436 0.100
C 0.983 -1.265 3.324 0.2840 0.3453 -0.1105 -0.646
N -0.080 -0.687 2.742 1.6714 -1.7893 0.5672 -0.042
C -0.805 -0.019 3.701 1.0919 0.6823 1.9254 -0.323
C -0.152 0.058 4.923 -1.6736 0.4394 -1.3481 -0.376
S 1.380 -0.684 4.954 -0.7159 -0.7938 -1.1680 1.069
C -2.026 0.676 3.263 -0.0701 1.0642 1.0495 -0.338
C -2.822 1.572 3.961 0.9431 -0.8499 -0.3541 -0.334
S -3.925 2.382 2.883 0.8152 -1.1282 0.1600 1.056
C -3.272 1.379 1.606 -0.0717 -0.1619 0.1389 -0.709
N -2.273 0.568 1.921 -1.3460 1.1129 -1.1565 0.057
N -3.815 1.509 0.373 -0.8285 -0.5121 -2.2844 0.070
H 1.579 -2.570 1.804 0.0226 0.6586 1.3916 0.105
H 2.685 -2.453 3.160 -1.3823 0.3205 -0.2411 0.127
H -0.549 0.504 5.793 -0.2181 0.5747 0.7278 0.060
H -2.750 1.813 5.013 -0.0930 0.0459 -0.2189 0.075
H -4.761 1.922 0.217 1.4760 -0.5578 0.5768 0.123
H -3.534 0.849 -0.392 -0.2460 0.9787 1.3869 0.124
C -1.445 -3.794 -2.184 0.3337 1.4273 0.6931 -0.011
C -0.891 -3.264 -0.858 -0.7084 -0.2012 -0.6463 -0.525
C -1.014 -4.280 0.263 -0.1607 -0.8609 -0.0442 -0.003
O -1.591 -2.032 -0.515 -1.0491 0.2308 0.1041 -0.121
C 0.583 -2.896 -1.053 1.0469 -1.4692 -2.2851 -0.577
O 1.156 -3.425 -2.046 -0.6533 1.5066 2.5014 0.032
O 1.104 -2.122 -0.167 -0.1566 -0.2364 0.0416 -0.231
H -2.522 -3.926 -2.193 -0.1519 -0.3511 0.3244 0.091
H -0.881 -4.674 -2.385 0.0347 -0.7694 -0.5922 0.088
H -1.208 -3.014 -2.898 0.0495 -0.1934 -0.5317 0.090
H -1.192 -3.747 1.203 0.3831 -0.3880 0.0034 0.090
H -0.138 -4.971 0.272 -0.4209 0.7410 0.3006 0.115
H -1.860 -4.960 0.062 0.0584 0.4179 0.2046 0.092
H -2.571 -2.184 -0.612 1.5759 0.1706 0.2315 0.133
```
Forces are in eV/Å.

* HOMO level: -10.3 eV
* orbital gap: 8.14 eV
* 2S+1: 1
* energy above the lowest of the compared OMol25 structures with the same formula, charge and spin: 17.09 kcal per mole
* net charge: +1
* lowest unoccupied orbital energy: -2.124 eV


ORCA calculation (wB97M-V/def2-TZVPD) on a 4-piece molecular cluster, C27H31N3O3 overall at a distorted geometry.

XYZ file:
```
64
Properties=species:S:1:pos:R:3:forces:R:3:lowdin_charge:R:1
C -2.914 2.234 -4.600 0.1560 -0.5805 0.0500 -0.068
C -2.584 1.007 -5.509 -0.0992 1.6710 1.0071 -0.265
O -3.693 0.814 -6.375 0.4001 -0.5933 -0.2587 -0.155
C -3.725 -0.502 -6.946 -0.2915 0.0247 0.7591 -0.185
C -4.977 -1.245 -6.374 1.1708 -0.1880 0.4585 -0.083
C -4.682 -1.554 -4.901 -0.6548 0.7216 -0.3300 -0.148
C -4.100 -2.679 -4.514 0.2645 -0.1115 0.6491 0.054
C -3.823 -2.841 -3.022 0.5051 1.7023 -1.2975 -0.333
O -3.937 -3.870 -2.445 0.0876 -1.4765 0.8217 0.138
C -3.396 -1.545 -2.320 0.3726 -0.2675 0.9208 -0.170
C -2.289 -1.536 -1.262 0.2883 0.0942 -1.3682 -0.152
C -0.929 -1.635 -2.066 -0.5730 -0.4695 -0.2865 -0.073
C -3.997 -0.425 -2.690 -0.7130 -0.0338 -1.0564 0.036
C -5.054 -0.565 -3.786 1.8175 -0.4353 -0.0296 -0.335
O -6.095 0.008 -3.758 -1.0877 0.7631 -0.2024 0.137
H -2.573 3.176 -5.052 -0.4034 -0.2543 0.0830 0.071
H -3.997 2.237 -4.397 0.3892 0.2155 -0.1806 0.078
H -2.406 2.136 -3.622 -0.0831 0.0295 -0.4718 0.068
H -2.417 0.154 -4.826 -0.0180 -0.0116 -0.6012 0.098
H -1.663 1.281 -6.060 -0.2838 -0.6401 0.0215 0.122
H -2.808 -1.017 -6.600 -0.4412 -0.1200 -0.4096 0.119
H -3.722 -0.480 -8.048 -0.1440 0.2387 0.3781 0.122
H -5.885 -0.637 -6.488 0.2778 -0.2607 -0.0727 0.125
H -5.035 -2.217 -6.892 -0.3582 0.4203 0.0385 0.117
H -3.839 -3.445 -5.252 -0.1307 -0.0740 0.5741 0.132
H -2.409 -2.359 -0.547 0.0665 0.3698 -0.1166 0.106
H -2.303 -0.546 -0.781 -0.2191 -0.6020 0.2029 0.107
H -0.331 -0.718 -1.973 -0.0497 -0.4717 0.2191 0.071
H -0.369 -2.548 -1.811 0.0278 0.5686 0.1119 0.072
H -1.160 -1.730 -3.146 0.1602 0.0629 0.4336 0.066
H -3.748 0.554 -2.273 -0.4331 -0.2983 0.0005 0.126
C -0.538 -3.395 3.732 -0.0182 -0.0332 -0.0259 -0.082
C -1.772 -3.656 3.159 0.0421 -0.0033 0.0139 -0.081
C -2.619 -2.586 2.910 -0.0967 0.2164 -0.0229 -0.170
N -2.315 -1.318 3.193 0.1687 -0.1716 0.0195 0.049
C -1.121 -1.090 3.746 -0.2076 0.0874 -0.0853 -0.157
C -0.200 -2.085 4.033 0.0478 -0.1681 -0.0512 -0.077
H 0.153 -4.203 3.941 -0.0104 0.0162 -0.0016 0.103
H -2.073 -4.665 2.910 -0.0289 0.0266 -0.0114 0.099
H -3.594 -2.740 2.460 0.0162 -0.0787 0.0042 0.101
H -0.903 -0.051 3.968 0.0798 -0.0320 0.0393 0.100
H 0.754 -1.838 4.481 -0.0633 0.0872 0.0504 0.064
C 3.976 1.903 5.525 -0.0631 0.1305 0.2244 -0.084
C 3.548 1.463 4.283 -0.0552 -0.0490 0.0444 -0.080
C 2.654 0.406 4.234 -0.1293 -0.1628 0.0538 -0.151
N 2.181 -0.219 5.315 0.2664 0.2680 0.0373 0.043
C 2.606 0.219 6.502 -0.1241 -0.1713 -0.0372 -0.148
C 3.496 1.270 6.662 -0.0607 -0.0649 -0.1315 -0.066
H 4.672 2.725 5.606 0.0255 -0.0628 -0.0660 0.081
H 3.900 1.931 3.374 -0.0168 0.0021 0.0117 0.094
H 2.288 0.029 3.284 0.0294 0.0408 -0.0278 0.103
H 2.207 -0.308 7.362 0.0296 0.0436 0.0291 0.104
H 3.805 1.584 7.650 -0.0221 -0.0205 -0.0025 0.101
C 7.842 3.599 1.727 0.0498 0.0177 -0.0934 -0.079
C 7.473 4.632 2.573 0.0076 -0.0319 -0.0103 -0.071
C 6.784 4.315 3.733 -0.1005 -0.1185 0.1673 -0.142
N 6.450 3.070 4.082 0.3066 0.1869 -0.3759 0.048
C 6.815 2.091 3.251 -0.0865 -0.0141 0.2209 -0.155
C 7.509 2.299 2.070 0.0010 0.0519 0.0051 -0.068
H 8.383 3.805 0.811 -0.0116 -0.0032 0.0186 0.106
H 7.714 5.660 2.340 -0.0147 -0.0072 0.0286 0.102
H 6.477 5.090 4.427 0.0296 0.0480 -0.0514 0.106
H 6.528 1.091 3.560 0.0259 -0.0165 -0.0518 0.107
H 7.780 1.466 1.436 -0.0169 -0.0075 0.0300 0.103
```
Forces are in eV/Å.

* HOMO level: -9.4 eV
* orbital gap: 9.14 eV
* 2S+1: 1
* energy above the lowest of the compared OMol25 structures with the same formula, charge and spin: 139.42 kcal per mole
* net charge: 0
* lowest unoccupied orbital energy: -0.259 eV